No. 1
DFT (ωB97M-V with the def2-TZVPD basis set) results for an isolated molecule of C6H14S2.

* gap between HOMO and LUMO: 9.502 eV
* 2S+1: 1
* highest occupied orbital energy: -0.315 Ha
* energy above the lowest of the compared OMol25 structures with the same formula, charge and spin: 47.1 kJ/mol
* SMILES: CCCSSCCC
* LUMO energy: 0.94 eV

Each line ends with the Mulliken charge.
Cartesian coordinates (Å):
C: -1.445 -1.686 -3.152  -1.068
C: -0.586 -0.750 -2.246  -0.028
C: 0.731 -1.284 -1.706  -0.655
S: 0.762 -1.530 0.107  -0.153
S: 0.842 0.272 1.039  -0.085
C: -0.809 0.917 0.928  -0.547
C: -0.992 1.966 2.068  -0.566
C: 0.080 3.013 2.168  -1.153
H: -1.551 -1.182 -4.103  0.269
H: -2.409 -1.817 -2.667  0.290
H: -0.980 -2.670 -3.146  0.321
H: -1.209 -0.393 -1.434  -0.004
H: -0.319 0.190 -2.753  0.340
H: 1.635 -0.754 -1.988  0.370
H: 0.838 -2.318 -2.062  0.270
H: -1.543 0.141 1.173  0.414
H: -1.153 1.331 -0.015  0.367
H: -1.966 2.464 2.027  0.350
H: -1.065 1.369 2.984  0.276
H: 0.388 3.399 1.197  0.290
H: 0.985 2.701 2.707  0.341
H: -0.200 3.833 2.839  0.362

No. 2
DFT (ωB97M-V with the def2-TZVPD basis set) results for C26H30NO3PdS3 as an isolated structure.

* gap between HOMO and LUMO (spin up / spin down): 8.602 / 5.174 eV
* ⟨S²⟩: 6.018
* 2S+1: 5
* highest occupied orbital energy (spin up / spin down): -0.394 / -0.393 Ha
* energy above the lowest of the compared OMol25 structures with the same formula, charge and spin: 11.1 kJ/mol
* net charge: +1
* LUMO energy (spin up / spin down): -2.11 / -5.53 eV

Each line ends with the Mulliken charge.
Cartesian coordinates (Å):
Pd: 0.801 -0.495 0.476  0.705
C: 2.169 -0.826 -2.031  1.415
C: 0.839 -0.679 -2.514  0.028
C: 0.047 -1.726 -1.956  2.331
C: 0.888 -2.494 -1.087  -0.005
C: 2.206 -1.949 -1.150  0.307
C: 3.409 -2.583 -0.556  -1.658
C: 0.539 -3.770 -0.412  -1.962
C: -1.362 -2.025 -2.294  -1.586
C: 0.387 0.399 -3.410  -1.431
C: 3.311 0.012 -2.473  -1.893
H: 4.308 -1.993 -0.721  0.395
H: 3.565 -3.563 -1.016  0.369
H: 3.279 -2.731 0.517  0.322
H: 0.978 -3.812 0.587  0.362
H: 0.942 -4.610 -0.985  0.421
H: -0.538 -3.905 -0.337  0.424
H: -1.952 -2.230 -1.399  0.351
H: -1.407 -2.926 -2.914  0.464
H: -1.834 -1.204 -2.827  0.275
H: 0.068 1.234 -2.773  0.123
H: -0.474 0.110 -4.008  0.423
H: 1.186 0.743 -4.065  0.442
H: 3.517 -0.171 -3.532  0.451
H: 4.226 -0.198 -1.924  0.371
H: 3.078 1.076 -2.390  0.459
N: 2.564 1.075 0.515  -0.219
C: 2.941 1.613 1.852  -0.559
C: 3.155 0.473 2.859  -0.666
C: 1.991 -0.457 2.595  0.673
O: 0.837 0.081 2.618  -0.473
O: 2.181 -1.582 2.071  -0.621
H: 3.392 0.704 0.060  0.153
H: 2.204 1.829 -0.064  0.240
H: 2.108 2.224 2.189  0.214
H: 3.827 2.244 1.774  0.444
H: 3.141 0.878 3.869  0.336
H: 4.096 -0.052 2.699  0.366
O: -0.499 0.939 -0.333  -0.876
C: -1.758 1.121 0.281  4.273
C: -2.857 0.851 -0.732  -0.684
C: -3.998 0.120 -0.577  -0.448
C: -4.806 0.092 -1.745  -0.678
C: -4.265 0.818 -2.761  -0.586
S: -2.779 1.533 -2.310  -0.020
C: -1.838 2.536 0.828  -1.176
C: -0.935 3.107 1.680  -0.185
C: -1.296 4.423 2.061  -0.884
C: -2.468 4.821 1.489  -0.497
S: -3.124 3.614 0.478  -0.095
C: -1.910 0.151 1.439  -1.413
C: -2.234 0.339 2.735  -0.677
C: -2.083 -0.841 3.535  -0.832
C: -1.614 -1.902 2.845  -0.855
S: -1.444 -1.508 1.174  0.215
H: -4.259 -0.377 0.347  0.626
H: -5.747 -0.432 -1.819  0.452
H: -4.669 0.977 -3.748  0.489
H: -0.072 2.571 2.049  0.491
H: -0.720 5.045 2.730  0.434
H: -2.972 5.767 1.600  0.470
H: -2.539 1.298 3.127  0.624
H: -2.312 -0.879 4.590  0.484
H: -1.414 -2.901 3.194  0.560

No. 3
DFT (ωB97M-V with the def2-TZVPD basis set) results for C23H32NO4Sn as an isolated structure.

* gap between HOMO and LUMO (spin up / spin down): 4.914 / 4.554 eV
* 2S+1: 1
* highest occupied orbital energy (spin up / spin down): -0.101 / -0.097 Ha
* energy above the lowest of the compared OMol25 structures with the same formula, charge and spin: 0.0 kJ/mol
* net charge: -1
* LUMO energy (spin up / spin down): 2.15 / 1.90 eV

Each line ends with the Mulliken charge.
Cartesian coordinates (Å):
O: 1.172 -1.135 -0.137  -0.309
C: 0.286 -1.419 -1.258  -0.079
C: 0.619 -2.907 -1.290  -1.232
H: 0.683 -0.793 -2.068  0.277
H: -0.757 -1.073 -1.050  0.081
C: 1.423 -2.539 -0.022  2.099
H: 1.205 -3.411 -2.077  0.384
H: -0.253 -3.493 -1.031  0.313
C: 2.894 -2.875 -0.185  -1.594
H: 3.305 -2.381 -1.089  0.224
H: 2.981 -3.956 -0.349  0.347
H: 3.480 -2.646 0.710  0.366
C: 0.628 -3.135 1.104  -1.358
H: -0.443 -3.012 0.904  0.035
H: 0.757 -2.693 2.080  -0.236
H: 0.852 -4.200 1.210  0.401
Sn: -1.042 1.775 -0.052  0.702
C: -2.810 -0.562 2.978  -0.535
C: -3.460 0.509 2.340  -0.454
C: -3.688 0.127 0.990  -1.075
H: -3.721 1.455 2.819  0.520
C: -3.199 -1.217 0.814  -0.618
C: -2.630 -1.626 2.059  -0.424
H: -2.140 -2.584 2.294  0.483
H: -2.485 -0.541 4.021  0.649
H: -4.141 0.793 0.255  0.566
H: -3.298 -1.845 -0.077  0.402
C: -0.178 1.101 3.547  -0.415
C: -0.108 -0.317 3.762  -0.753
C: 1.049 -0.797 3.094  -0.304
H: -0.775 -0.962 4.336  0.578
C: 1.707 0.298 2.467  -0.572
C: 0.945 1.479 2.742  -1.153
H: 1.195 2.490 2.455  0.511
H: -0.900 1.801 3.970  0.410
H: 1.408 -1.828 3.106  0.991
H: 2.679 0.242 1.989  0.358
O: 1.757 -0.588 -3.339  -0.314
C: 2.193 -1.904 -3.818  -0.022
C: 2.563 -1.853 -5.287  -0.668
H: 1.337 -2.599 -3.828  0.149
H: 3.028 -2.323 -3.214  0.161
C: 1.940 -0.538 -5.750  -0.488
H: 2.103 -2.678 -5.836  0.274
H: 3.645 -1.886 -5.416  0.292
C: 1.453 0.212 -4.488  -0.510
H: 1.069 -0.746 -6.390  0.262
H: 2.697 0.044 -6.290  0.276
H: 0.370 0.389 -4.526  0.238
H: 1.972 1.165 -4.375  0.315
O: -2.595 3.416 3.446  -0.609
C: -2.165 4.021 2.483  0.037
C: -2.167 5.540 2.300  -0.427
C: -1.511 5.772 0.957  -0.471
C: -1.130 4.390 0.520  0.612
O: -0.529 4.036 -0.534  -0.776
N: -1.540 3.424 1.387  0.066
H: -3.198 5.920 2.267  0.233
H: -1.662 6.037 3.138  0.245
H: -2.240 6.211 0.261  0.247
H: -0.625 6.414 0.970  0.291

> Which formula does entry 2 have?

C26H30NO3PdS3

> The highest 2S+1 belongs to which entry?

C26H30NO3PdS3